*one*
Formula: C8H10O2
Source: OMol25
Level of theory: ωB97M-V with the def2-TZVPD basis set

Output
**Gap between HOMO and LUMO**: 0.329 Ha
**HOMO energy**: -8.41 eV
**Multiplicity**: 1

CARTESIAN COORDINATES (ANGSTROEM)
C 2.59683 -0.35225 0.70911
C 1.70553 -0.37560 -0.58060
C 0.29774 -0.13629 -0.34253
C -0.55537 -1.15040 -0.06224
O -0.11519 -2.38857 -0.12894
C -1.92599 -0.87616 0.31648
C -2.37438 0.46697 0.16516
C -1.45522 1.50094 -0.07440
C -0.08538 1.23329 -0.16634
O 0.94538 2.20093 -0.05448
H 3.69450 -0.37299 0.50465
H 2.25290 -1.30540 1.19437
H 2.41045 0.56735 1.36733
H 2.12672 0.41771 -1.23661
H 1.88676 -1.33450 -0.95875
H -1.00028 -2.97808 -0.49124
H -2.55863 -1.67034 0.70632
H -3.38508 0.74540 0.32249
H -1.79988 2.52128 0.11989
H 0.50838 3.04760 0.15117

These are the natural (NBO) partial charges, in e, on atoms 1 to 5: number 1, C, carries -0.5974; number 2, C, carries -0.4281; number 3, C, carries -0.1469; number 4, C, carries 0.3124; number 5, O, carries -0.6600

*two*
Formula: C8H10O2
Source: OMol25
Level of theory: ωB97M-V with the def2-TZVPD basis set

Output
**Gap between HOMO and LUMO**: 0.359 Ha
**HOMO energy**: -9.06 eV
**Multiplicity**: 1

CARTESIAN COORDINATES (ANGSTROEM)
C -1.98198 -1.34228 0.39160
C -0.92135 -0.52966 0.83411
C -0.81273 0.75926 0.50310
C -1.89457 1.42127 -0.17448
C -3.00008 0.54056 -0.50271
C -3.05702 -0.88864 -0.28014
H -1.79155 -2.48100 0.75606
H -0.16128 -1.08178 1.50293
H 0.11202 1.35007 0.74407
H -1.91659 2.49408 -0.31848
H -3.81307 1.06633 -1.04673
H -4.05061 -1.26342 -0.34675
C 3.64992 -0.82744 -0.24462
C 2.35338 -0.04476 -0.21064
O 1.37582 -0.27746 -0.88821
O 2.61340 1.11300 0.51966
H 3.70985 -1.44296 -1.14849
H 4.41171 0.12704 -0.17176
H 3.91557 -1.47960 0.67704
H 1.65674 1.49709 0.40322

These are the natural (NBO) partial charges, in e, on atoms 1 to 5: number 1, C, carries -0.1679; number 2, C, carries -0.2303; number 3, C, carries -0.1650; number 4, C, carries -0.2292; number 5, C, carries -0.1881

Short version: *two* is the least stable of them.

*one*
Formula: C6H10
Source: OMol25
Level of theory: ωB97M-V with the def2-TZVPD basis set

Output
**Gap between HOMO and LUMO (spin up / spin down)**: 0.249 / 0.305 Ha
**Total charge**: +1
**HOMO energy (spin up / spin down)**: -13.59 / -15.05 eV
**Multiplicity**: 2

CARTESIAN COORDINATES (ANGSTROEM)
C 2.07068 0.79702 -0.73273
C 0.96653 -0.20117 -0.42508
C 0.98127 -1.48234 -0.95737
C -2.55382 0.49991 1.03877
C -1.40409 -0.30732 0.48252
C -0.02344 0.19890 0.48274
H 2.39490 1.33918 0.17016
H 1.68235 1.60550 -1.36247
H 2.92630 0.35637 -1.21828
H 1.73297 -1.64624 -1.71533
H 0.20610 -2.13596 -0.59944
H -1.71869 -0.73407 1.45423
H -2.87818 0.49769 2.06551
H -3.14706 1.21530 0.44509
H -1.40139 -0.93579 -0.40880
H 0.16557 0.93303 1.28047

These are the natural (NBO) partial charges, in e, on atoms 1 to 5: number 1, C, carries -0.6379; number 2, C, carries -0.1617; number 3, C, carries -0.1004; number 4, C, carries -0.2381; number 5, C, carries -0.6255

*two*
Formula: C6H10
Source: OMol25
Level of theory: ωB97M-V with the def2-TZVPD basis set

Output
**Gap between HOMO and LUMO (spin up / spin down)**: 0.298 / 0.290 Ha
**Total charge**: +1
**HOMO energy (spin up / spin down)**: -14.74 / -14.65 eV
**Multiplicity**: 2

CARTESIAN COORDINATES (ANGSTROEM)
C -1.11107 -0.46968 0.65248
C 0.37109 -0.22410 0.37894
C 0.57115 1.00909 -0.49831
C -0.62833 1.57786 -1.16634
C 1.12958 -1.52855 0.08099
C 1.20621 -1.26707 1.52687
H -1.55662 -0.77708 -0.29834
H -1.28586 -1.34321 1.35834
H -1.52490 0.52291 1.09176
H 1.35660 1.69460 -0.29286
H -1.45024 1.79156 -0.49989
H -0.40120 2.55586 -1.61412
H -1.15442 1.02583 -2.02372
H 0.58131 -2.35974 -0.34664
H 1.98256 -1.38897 -0.50440
H 1.91413 -0.81930 2.15527

These are the natural (NBO) partial charges, in e, on atoms 1 to 5: number 1, C, carries -0.6377; number 2, C, carries -0.1786; number 3, C, carries 0.2892; number 4, C, carries -0.7702; number 5, C, carries -0.4380

Short version: *two* is the least stable of them.

*one*
Formula: C2H4ClNO
Source: OMol25
Level of theory: ωB97M-V with the def2-TZVPD basis set

Output
**Gap between HOMO and LUMO**: 0.421 Ha
**HOMO energy**: -10.59 eV
**Multiplicity**: 1

CARTESIAN COORDINATES (ANGSTROEM)
O -0.12429 0.48609 -0.13640
C -1.47748 0.79179 -0.12899
Cl -2.44505 -0.55455 0.49188
H 0.15918 -0.42659 -0.51653
H -1.65469 1.78635 0.38049
H -1.65209 1.04849 -1.22009
C 2.33882 -0.94844 0.40823
N 2.72224 -0.92067 -0.67946
H 2.13337 -1.26247 1.40088

These are the natural (NBO) partial charges, in e, on atoms 1 to 5: number 1, O, carries -0.7365; number 2, C, carries -0.0753; number 3, Cl, carries -0.0670; number 4, H, carries 0.4976; number 5, H, carries 0.2022

*two*
Formula: C2H4ClNO
Source: OMol25
Level of theory: ωB97M-V with the def2-TZVPD basis set

Output
**Gap between HOMO and LUMO**: 0.298 Ha
**HOMO energy**: -9.64 eV
**Multiplicity**: 1

CARTESIAN COORDINATES (ANGSTROEM)
C 0.00818 0.76770 -0.01743
C -0.44208 -0.63402 0.21231
H -1.46368 3.14906 -1.63153
H 1.19219 0.98371 0.40138
H -0.94416 -1.15303 -0.54419
H -0.99951 -0.22257 1.07288
N -0.77553 1.34322 -0.85829
O 0.03557 2.44990 -1.36491
Cl 0.58604 -1.91535 0.96821

These are the natural (NBO) partial charges, in e, on atoms 1 to 5: number 1, C, carries 0.0366; number 2, C, carries -0.4249; number 3, H, carries 0.4101; number 4, H, carries 0.2232; number 5, H, carries 0.2398

Short version: *two* is the least stable of them.

*one*
Formula: C2H4ClNO
Source: OMol25
Level of theory: ωB97M-V with the def2-TZVPD basis set

Output
**Gap between HOMO and LUMO**: 0.370 Ha
**HOMO energy**: -9.61 eV
**Multiplicity**: 1

CARTESIAN COORDINATES (ANGSTROEM)
O 2.32597 -0.62006 0.10860
N 1.39655 0.29896 -0.29460
C 0.11863 -0.18187 0.12132
C -1.28756 0.53702 0.08989
Cl -2.61002 -0.51094 -0.14056
H 2.89937 -0.76452 -0.90559
H -0.12108 -1.38194 0.54578
H -1.11619 1.55317 -0.53713
H -1.60566 1.07017 1.01228

These are the natural (NBO) partial charges, in e, on atoms 1 to 5: number 1, O, carries -0.5365; number 2, N, carries -0.1308; number 3, C, carries 0.0286; number 4, C, carries -0.5202; number 5, Cl, carries 0.0196

*two*
Formula: C2H4ClNO
Source: OMol25
Level of theory: ωB97M-V with the def2-TZVPD basis set

Output
**Gap between HOMO and LUMO**: 0.364 Ha
**HOMO energy**: -9.36 eV
**Multiplicity**: 1

CARTESIAN COORDINATES (ANGSTROEM)
O -0.91270 -1.58098 -0.15229
C -1.09355 -0.42295 -0.45169
C -0.13042 0.62996 0.33747
N 1.27724 -0.09802 0.50398
Cl 2.10229 0.23143 -0.95154
H -1.79870 -0.08351 -1.08045
H -0.03699 1.52493 -0.16479
H -0.50095 0.93778 1.30660
H 1.09378 -1.13864 0.65272

These are the natural (NBO) partial charges, in e, on atoms 1 to 5: number 1, O, carries -0.5129; number 2, C, carries 0.4374; number 3, C, carries -0.3331; number 4, N, carries -0.6198; number 5, Cl, carries 0.0794

Short version: *one* is the least stable of them.